Formula: C46H123N9O14
Source: the Open Molecules 2025 dataset
Level of theory: ωB97M-V/def2-TZVPD

Geometry as ORCA input:
```
! RIJCOSX wB97M-V def2-TZVPD def2/J DEFGRID3
* xyz 0 1
C -6.76 2.61 -2.42
C -5.29 2.37 -2.04
O -4.74 3.66 -1.71
H -6.87 2.99 -3.43
H -7.32 3.34 -1.83
H -7.32 1.68 -2.33
H -4.68 1.81 -2.74
H -5.32 1.76 -1.13
H -4.61 3.76 -0.76
C -1.18 -4.94 -0.27
C -2.65 -5.06 0.02
O -3.00 -6.47 -0.13
H -0.78 -3.93 -0.14
H -0.91 -5.18 -1.30
H -0.58 -5.65 0.31
H -3.31 -4.53 -0.66
H -2.86 -4.80 1.06
H -3.45 -6.52 -0.97
C -5.51 -2.19 1.63
O -5.19 -1.47 0.46
C -3.79 -1.48 0.24
C -3.46 -0.96 -1.16
N -2.02 -0.97 -1.27
C -1.50 -0.83 -2.62
C 0.01 -0.83 -2.59
O 0.50 0.27 -1.83
C 1.91 0.29 -1.82
H -5.69 -3.26 1.47
H -6.43 -1.77 2.03
H -4.72 -2.20 2.39
H -3.30 -2.44 0.43
H -3.31 -0.86 1.00
H -3.86 0.05 -1.29
H -4.00 -1.50 -1.94
H -1.58 -0.28 -0.67
H -1.83 0.09 -3.10
H -1.75 -1.72 -3.21
H 0.28 -0.56 -3.63
H 0.53 -1.78 -2.43
H 2.35 0.04 -2.79
H 2.32 -0.48 -1.14
H 2.32 1.20 -1.39
C -0.79 3.96 -4.32
O 0.08 4.65 -3.46
C 0.30 4.00 -2.24
C 1.26 4.73 -1.33
N 0.67 5.91 -0.71
C 1.81 6.74 -0.18
C 1.20 7.90 0.62
O 2.14 8.95 0.86
C 1.69 9.78 1.93
H -1.74 3.69 -3.85
H -0.32 3.12 -4.84
H -1.13 4.63 -5.12
H 0.58 2.95 -2.40
H -0.64 3.77 -1.71
H 2.10 4.89 -2.03
H 1.66 4.10 -0.54
H 0.26 6.51 -1.42
H 2.38 6.97 -1.08
H 2.30 6.11 0.57
H 0.81 7.57 1.59
H 0.37 8.29 0.02
H 0.63 9.98 1.81
H 2.27 10.69 1.76
H 2.00 9.46 2.93
C -1.71 -0.55 3.39
O -3.05 -0.15 3.31
C -3.67 0.33 4.54
C -4.20 -0.85 5.36
N -3.22 -1.43 6.27
C -3.74 -2.49 7.11
C -3.81 -3.85 6.39
O -2.60 -4.57 6.59
C -2.71 -5.90 7.01
H -0.97 0.22 3.63
H -1.36 -0.90 2.42
H -1.52 -1.38 4.07
H -4.51 0.88 4.11
H -2.92 0.94 5.05
H -4.75 -1.55 4.73
H -5.01 -0.43 5.98
H -2.54 -1.88 5.67
H -4.78 -2.25 7.38
H -3.16 -2.61 8.03
H -3.92 -3.76 5.31
H -4.70 -4.37 6.74
H -1.76 -6.42 7.03
H -3.35 -6.53 6.37
H -3.08 -5.94 8.04
C -8.22 0.86 5.49
C -9.21 0.12 4.59
C -9.65 -1.24 5.17
O -10.16 -1.97 4.09
C -10.28 -3.36 4.23
N -10.34 0.92 4.12
H -8.60 1.16 6.47
H -7.93 1.79 5.00
H -7.43 0.15 5.76
H -8.59 -0.17 3.73
H -10.33 -1.10 6.02
H -8.78 -1.78 5.57
H -10.71 -3.56 5.22
H -9.29 -3.83 4.24
H -10.83 -3.89 3.46
H -10.05 1.39 3.26
H -10.99 0.22 3.76
C 8.23 4.13 1.65
C 7.42 3.16 0.80
C 6.33 3.78 -0.10
O 5.64 2.74 -0.74
C 4.76 3.16 -1.74
N 8.35 2.44 -0.09
H 9.00 3.53 2.14
H 7.69 4.66 2.44
H 8.77 4.82 1.00
H 6.95 2.41 1.45
H 6.86 4.44 -0.79
H 5.77 4.42 0.59
H 3.83 3.49 -1.25
H 4.57 2.36 -2.45
H 5.05 4.06 -2.30
H 7.84 2.24 -0.94
H 8.55 1.51 0.27
C 5.10 -2.49 1.45
C 6.03 -2.21 0.24
C 5.57 -2.92 -1.00
O 4.41 -2.23 -1.47
C 4.03 -2.62 -2.77
N 6.19 -0.75 0.03
H 5.29 -3.51 1.76
H 4.07 -2.40 1.11
H 5.30 -1.73 2.20
H 7.02 -2.62 0.49
H 5.34 -3.95 -0.67
H 6.33 -2.94 -1.79
H 3.02 -2.28 -2.97
H 4.00 -3.71 -2.83
H 4.66 -2.27 -3.59
H 5.54 -0.31 0.67
H 5.79 -0.55 -0.88
C 1.48 -5.66 -3.17
C 1.12 -5.81 -4.67
C 1.54 -4.70 -5.65
O 1.48 -3.45 -5.01
C 1.33 -2.36 -5.88
N 1.53 -7.15 -5.12
H 0.76 -6.22 -2.58
H 1.46 -4.63 -2.81
H 2.50 -5.99 -2.96
H 0.02 -5.81 -4.65
H 0.78 -4.74 -6.44
H 2.44 -4.95 -6.23
H 1.15 -1.39 -5.42
H 0.77 -2.47 -6.81
H 2.34 -2.14 -6.28
H 1.06 -7.77 -4.47
H 1.10 -7.35 -6.02
C 2.18 0.31 3.79
C 2.35 0.36 2.27
C 1.62 1.48 1.55
O 0.22 1.44 1.82
C -0.59 2.21 0.93
N 3.78 0.45 1.96
H 1.11 0.36 4.01
H 2.67 1.18 4.24
H 2.67 -0.57 4.20
H 1.96 -0.58 1.86
H 1.79 1.26 0.49
H 1.96 2.50 1.78
H -1.60 1.96 1.25
H -0.43 1.90 -0.11
H -0.46 3.29 1.04
H 3.83 0.62 0.96
H 4.16 1.27 2.42
C 3.68 0.29 -6.75
C 4.39 0.65 -5.44
C 5.89 1.00 -5.62
O 6.57 1.29 -4.38
C 6.42 0.29 -3.42
N 3.71 1.80 -4.83
H 2.61 0.48 -6.66
H 3.78 -0.74 -7.09
H 3.95 0.95 -7.59
H 4.19 -0.23 -4.82
H 6.01 1.90 -6.22
H 6.45 0.14 -5.99
H 5.52 0.27 -2.79
H 7.24 0.38 -2.71
H 6.48 -0.77 -3.74
H 4.36 2.44 -4.38
H 3.31 2.28 -5.63
*
```

Results
energy relative to the best compared isomer or geometry (same formula, charge and spin): 3.112 eV
LUMO level: 0.41 eV
SMILES string: COC[C@H](C)N.COC[C@H](C)N.COC[C@H](C)N.COC[C@H](C)N.COC[C@H](C)N.COC[C@H](C)N.COCCNCCOC.COCCNCCOC.COCCNCCOC.CCO.CCO
HOMO level: -8.83 eV
calculated total energy: -91761.759 eV

Atom charges from the Löwdin analysis, given in e for atoms 1 to 2:
1. C -0.088
2. C -0.299